one | Computed, not measured: a cluster of 2 separate species, C5H13NO2 in total, with wB97M-V/def2-TZVPD.

**Orbital gap**: 9.12 eV
**Net charge**: 0
**SMILES**: CCN(C=O)CC.O

Each atom is followed by the atoms it is bonded to, with distances in Å.
Geometry (Å):
1 C 0.1393 0.8511 -1.4650  C2 1.518, H8 1.123, H9 1.068, H10 1.147
2 C -0.4840 -0.4419 -0.9714  C1 1.518, N3 1.392, H11 1.255, H12 1.137
3 N -0.4486 -0.6824 0.3987  C2 1.392, C4 1.415, C6 1.493
4 C 0.7756 -1.0764 0.9897  N3 1.415, O5 1.194, H13 1.071
5 O 0.7834 -1.2054 2.1770  C4 1.194
6 C -1.5424 -0.3314 1.3521  N3 1.493, C7 1.500, H14 1.185, H15 1.052
7 C -1.3587 1.1307 1.6330  C6 1.500, H16 1.052, H17 1.098, H18 1.077
8 H -0.4167 1.7022 -0.9881  C1 1.123
9 H 1.1729 1.0711 -1.3094  C1 1.068
10 H -0.0531 0.8327 -2.5957  C1 1.147
11 H 0.1122 -1.3847 -1.5465  C2 1.255
12 H -1.5659 -0.6227 -1.2694  C2 1.137
13 H 1.6429 -1.2059 0.3749  C4 1.071
14 H -1.4617 -1.0523 2.2891  C6 1.185
15 H -2.4817 -0.5766 0.9465  C6 1.052
16 H -2.2951 1.6092 1.6127  C7 1.052
17 H -0.9469 1.5155 0.6905  C7 1.098
18 H -0.7561 1.4825 2.4529  C7 1.077
19 O 2.7871 -0.5525 -1.4211  H20 0.959, H21 0.853
20 H 2.8823 -0.5186 -2.3742  O19 0.959
21 H 3.5153 -0.5442 -0.9764  O19 0.853


two | Computed, not measured: an isolated molecule of C5H13NO2, with wB97M-V/def2-TZVPD.

**Orbital gap**: 9.51 eV
**Net charge**: 0
**SMILES**: C[C@@](N)(CO)CCO

Each atom is followed by the atoms it is bonded to, with distances in Å.
Geometry (Å):
1 C -0.8421 1.5968 0.3639  C2 1.521, H9 1.089, H10 1.087, H11 1.090
2 C 0.1066 0.4103 0.2971  C1 1.521, N3 1.425, C4 1.765, C6 1.479
3 N 1.2689 0.6189 -0.5007  C2 1.425, H12 1.017, H13 1.013
4 C 0.7046 0.0350 1.9150  C2 1.765, O5 1.397, H14 1.099, H15 1.090
5 O 1.8120 -0.8097 1.8100  C4 1.397, H16 0.970
6 C -0.5351 -0.9023 0.0686  C2 1.479, C7 1.745, H17 1.088, H18 1.086
7 C -1.1100 -0.9718 -1.5779  C6 1.745, O8 1.424, H19 1.098, H20 1.091
8 O -0.0075 -1.0408 -2.4768  C7 1.424, H21 0.963
9 H -1.1996 1.8512 -0.6333  C1 1.089
10 H -1.6985 1.3731 0.9951  C1 1.087
11 H -0.3247 2.4657 0.7710  C1 1.090
12 H 1.1432 0.3171 -1.4634  N3 1.017
13 H 1.5970 1.5766 -0.4652  N3 1.013
14 H 0.9827 1.0118 2.3353  C4 1.099
15 H -0.0197 -0.4269 2.5852  C4 1.090
16 H 2.3042 -0.5100 1.0296  O5 0.970
17 H 0.1757 -1.7250 0.1047  C6 1.088
18 H -1.4080 -1.0579 0.6952  C6 1.086
19 H -1.7408 -1.8645 -1.6766  C7 1.098
20 H -1.6811 -0.0889 -1.8693  C7 1.091
21 H 0.4721 -1.8590 -2.3075  O8 0.963


Least stable structure: one


one | Computed, not measured: a cluster of 2 separate species, C5H13NO2 in total, with wB97M-V/def2-TZVPD.

**Orbital gap**: 9.34 eV
**Net charge**: 0
**SMILES**: CC[C@@H](C=O)NC.O

Each atom is followed by the atoms it is bonded to, with distances in Å.
Geometry (Å):
1 C -1.5054 -1.7822 -0.8657  C2 1.530, H8 1.046, H9 1.076, H10 1.155
2 C -0.1106 -1.2135 -0.5971  C1 1.530, C3 1.494, H11 1.206, H12 1.148
3 C -0.0819 -0.4255 0.6724  C2 1.494, C4 1.527, N6 1.447, H13 1.220
4 C -0.2411 -1.2369 1.9565  C3 1.527, O5 1.222, H14 1.084
5 O -1.2912 -1.1670 2.5770  C4 1.222
6 N 1.0654 0.3780 1.0339  C3 1.447, C7 1.522, H15 1.040
7 C 0.7519 1.8175 0.6532  N6 1.522, H16 1.137, H17 1.099, H18 1.080
8 H -1.6658 -2.2397 -1.7927  C1 1.046
9 H -2.4769 -1.4319 -0.5651  C1 1.076
10 H -1.6417 -2.7790 -0.2982  C1 1.155
11 H 0.1498 -0.5340 -1.5592  C2 1.206
12 H 0.6990 -2.0272 -0.6255  C2 1.148
13 H -1.0453 0.3135 0.7896  C3 1.220
14 H 0.5611 -1.9006 2.2598  C4 1.084
15 H 1.9825 0.0450 0.6734  N6 1.040
16 H 1.6440 2.4142 0.2790  C7 1.137
17 H 0.3519 2.3361 1.5362  C7 1.099
18 H 0.0537 1.7228 -0.1648  C7 1.080
19 O 0.7251 2.3079 -2.0804  H20 0.991, H21 0.948
20 H 0.4095 3.2083 -1.8135  O19 0.991
21 H 1.6661 2.1943 -2.0688  O19 0.948


two | Computed, not measured: a cluster of 2 separate species, C5H13NO2 in total, with wB97M-V/def2-TZVPD.

**Orbital gap**: 9.81 eV
**Net charge**: 0
**SMILES**: CC[C@H](N)O.C=CO

Each atom is followed by the atoms it is bonded to, with distances in Å.
Geometry (Å):
1 C 0.9341 -0.5814 1.9077  C2 1.520, H6 1.089, H7 1.089, H8 1.089
2 C 0.7354 0.5296 0.8895  C1 1.520, C3 1.509, H9 1.167, H10 1.098
3 C 0.9008 0.0969 -0.5462  C2 1.509, N4 1.433, O5 1.428, H11 1.133
4 N 1.9559 -0.8536 -0.7345  C3 1.433, H12 1.012, H13 1.016
5 O 0.9512 1.2182 -1.4283  C3 1.428, H14 0.965
6 H 0.2251 -1.3847 1.7133  C1 1.089
7 H 1.9421 -0.9903 1.8583  C1 1.089
8 H 0.7642 -0.2030 2.9150  C1 1.089
9 H -0.3857 0.8519 0.9357  C2 1.167
10 H 1.4151 1.3639 1.1070  C2 1.098
11 H -0.0698 -0.4015 -0.8523  C3 1.133
12 H 1.9857 -1.1792 -1.6922  N4 1.012
13 H 2.8595 -0.4538 -0.4999  N4 1.016
14 H 1.6817 1.7896 -1.1620  O5 0.965
15 C -2.3446 0.0805 0.2677  C16 1.345, H18 1.078, H19 1.076
16 C -2.1701 -0.4322 -0.9636  C15 1.345, O17 1.359, H20 1.082
17 O -2.1398 0.2881 -2.1151  C16 1.359, H21 0.967
18 H -2.5333 1.1331 0.4058  C15 1.078
19 H -2.5960 -0.5727 1.0844  C15 1.076
20 H -2.2537 -1.4922 -1.1662  C16 1.082
21 H -1.8577 1.1927 -1.9241  O17 0.967


Least stable structure: one


one | Computed, not measured: a cluster of 2 separate species, C5H13NO2 in total, with wB97M-V/def2-TZVPD.

**Orbital gap**: 8.95 eV
**Net charge**: 0
**SMILES**: C=C(O)O.CC(C)N

Each atom is followed by the atoms it is bonded to, with distances in Å.
Geometry (Å):
1 C -0.6080 1.6077 1.7243  C2 1.347, H5 1.074, H6 1.072
2 C 0.1653 1.8741 0.6540  C1 1.347, O3 1.378, O4 1.362
3 O 1.5425 1.9057 0.6906  C2 1.378, H7 0.964
4 O -0.3211 2.6055 -0.3870  C2 1.362, H8 0.966
5 H -0.1695 1.2789 2.6481  C1 1.074
6 H -1.6468 1.8732 1.7166  C1 1.072
7 H 1.8533 1.7900 1.5957  O3 0.964
8 H 0.3982 2.7424 -1.0169  O4 0.966
9 C 1.1993 -1.6878 -0.8620  C10 1.521, H13 1.087, H14 1.089, H15 1.089
10 C -0.0791 -0.8997 -0.6246  C9 1.521, C11 1.508, N12 1.445, H16 1.184
11 C -0.8949 -1.4240 0.5302  C10 1.508, H17 1.115, H18 1.087, H19 1.087
12 N -0.8761 -0.8572 -1.8286  C10 1.445, H20 1.013, H21 1.012
13 H 1.7864 -1.7435 0.0513  C9 1.087
14 H 0.9559 -2.7002 -1.1798  C9 1.089
15 H 1.8030 -1.2248 -1.6416  C9 1.089
16 H 0.2229 0.1926 -0.2812  C10 1.184
17 H -1.5710 -0.5999 0.8586  C11 1.115
18 H -0.2780 -1.6313 1.4009  C11 1.087
19 H -1.4268 -2.3311 0.2560  C11 1.087
20 H -0.3502 -0.4788 -2.6079  N12 1.013
21 H -1.7056 -0.2919 -1.6968  N12 1.012


two | Computed, not measured: an isolated molecule of C5H13NO2, with wB97M-V/def2-TZVPD.

**Orbital gap**: 10.14 eV
**Net charge**: 0
**SMILES**: CON(O)C(C)(C)C

Each atom is followed by the atoms it is bonded to, with distances in Å.
Geometry (Å):
1 C -2.4749 1.3266 -0.2243  O2 1.411, H9 1.087, H10 1.089, H11 1.084
2 O -1.2032 0.9258 -0.6864  C1 1.411, N3 1.421
3 N -0.8212 -0.3034 -0.0843  O2 1.421, O4 1.390, C5 1.472
4 O -1.2030 -1.3329 -0.9371  N3 1.390, H12 0.975
5 C 0.6268 -0.2896 0.1779  N3 1.472, C6 1.529, C7 1.535, C8 1.527
6 C 0.8820 0.8652 1.1468  C5 1.529, H13 1.088, H14 1.088, H15 1.087
7 C 1.4611 -0.1025 -1.0968  C5 1.535, H16 1.096, H17 1.096, H18 1.092
8 C 0.9498 -1.6199 0.8544  C5 1.527, H19 1.088, H20 1.086, H21 1.086
9 H -3.2230 0.5689 -0.4442  C1 1.087
10 H -2.4549 1.5122 0.8482  C1 1.089
11 H -2.7058 2.2434 -0.7556  C1 1.084
12 H -0.7637 -1.2353 -1.8021  O4 0.975
13 H 1.9086 0.8278 1.5046  C6 1.088
14 H 0.2089 0.7867 1.9975  C6 1.088
15 H 0.7150 1.8204 0.6546  C6 1.087
16 H 1.3549 -0.9553 -1.7773  C7 1.096
17 H 1.1480 0.8147 -1.6092  C7 1.096
18 H 2.5166 -0.0166 -0.8320  C7 1.092
19 H 0.7148 -2.4529 0.1948  C8 1.088
20 H 2.0043 -1.6585 1.1108  C8 1.086
21 H 0.3590 -1.7248 1.7597  C8 1.086


Least stable structure: two


one | Computed, not measured: a cluster of 3 separate species, C5H13NO2 in total, with wB97M-V/def2-TZVPD.

**Orbital gap (spin up / spin down)**: 6.10 / 6.68 eV
**Net charge**: 0

Each atom is followed by the atoms it is bonded to, with distances in Å.
Geometry (Å):
1 C -1.5262 -0.2183 -0.1524  C2 1.506, O3 1.409, O4 1.404
2 C -1.9455 -1.6511 -0.3527  C1 1.506, H8 1.090, H9 1.101, H10 1.090
3 O -2.5332 0.4119 0.6046  C1 1.409, H5 0.965
4 O -1.3233 0.4713 -1.3583  C1 1.404, H6 0.973
5 H -2.3664 1.3621 0.5922  O3 0.965
6 H -2.0936 0.3709 -1.9440  O4 0.973
7 H 0.7506 0.4693 -0.4444  N12 1.139
8 H -2.0698 -2.1458 0.6102  C2 1.090
9 H -2.9062 -1.7102 -0.8864  C2 1.101
10 H -1.1950 -2.1837 -0.9365  C2 1.090
11 C 0.3130 0.6868 1.7403  N12 1.457, H17 1.091, H18 1.088, H19 1.088
12 N 0.3836 -0.0635 0.4929  H7 1.139, C11 1.457, H15 1.002
13 C 2.5432 0.3118 -0.1628  C14 1.318, H16 1.089
14 C 2.9827 0.6689 -1.3532  C13 1.318, H20 1.090, H21 1.089
15 H 0.5109 -1.0564 0.5385  N12 1.002
16 H 3.2142 -0.0581 0.6105  C13 1.089
17 H -0.6715 0.6139 2.2051  C11 1.091
18 H 0.5320 1.7312 1.5266  C11 1.088
19 H 1.0729 0.2976 2.4152  C11 1.088
20 H 2.2927 1.0394 -2.1113  C14 1.090
21 H 4.0351 0.6521 -1.6342  C14 1.089


two | Computed, not measured: a cluster of 2 separate species, C5H13NO2 in total, with wB97M-V/def2-TZVPD.

**Orbital gap**: 10.25 eV
**Net charge**: 0
**SMILES**: CCN(C)C(C)=O.O

Each atom is followed by the atoms it is bonded to, with distances in Å.
Geometry (Å):
1 C 2.2247 1.5145 -1.4129  C2 1.537, H8 1.084, H9 1.087, H10 1.084
2 C 0.8552 1.8476 -0.7990  C1 1.537, N3 1.474, H11 1.095, H12 1.089
3 N 0.0876 0.6376 -0.4547  C2 1.474, C4 1.461, C5 1.390
4 C -0.4694 0.0438 -1.6678  N3 1.461, H13 1.094, H14 1.099, H15 1.084
5 C -0.8005 0.5877 0.6141  N3 1.390, C6 1.517, O7 1.219
6 C -0.7366 1.6565 1.6886  C5 1.517, H16 1.103, H17 1.081, H18 1.095
7 O -1.6616 -0.2699 0.7044  C5 1.219
8 H 2.3240 0.4744 -1.7004  C1 1.084
9 H 2.3011 2.0443 -2.3591  C1 1.087
10 H 2.9975 1.8793 -0.7456  C1 1.084
11 H 0.2532 2.4828 -1.4575  C2 1.095
12 H 0.9731 2.4314 0.1131  C2 1.089
13 H 0.2856 -0.4132 -2.3137  C4 1.094
14 H -1.0086 0.7146 -2.3515  C4 1.099
15 H -1.1876 -0.7070 -1.3577  C4 1.084
16 H -0.7175 1.1077 2.6450  C6 1.103
17 H 0.1352 2.2952 1.7032  C6 1.081
18 H -1.7357 2.0960 1.7815  C6 1.095
19 O 0.0780 -5.1372 1.3437  H20 0.967, H21 0.964
20 H -0.5093 -4.4008 1.5625  O19 0.967
21 H 0.3947 -4.8999 0.4646  O19 0.964


Least stable structure: one